Record 1
58
Properties=species:S:1:pos:R:3:forces:R:3 method="wB97M-V/def2-TZVPD" e_lumo_ev=-0.22 total_charge=0 orbital_gap_ev=8.14
C 1.46515 -4.24404 3.84150 0.0 -0.1 0.0
C 1.71619 -3.57690 4.95115 -0.1 0.3 0.1
C 1.15998 -2.22063 5.28629 0.1 -0.1 0.2
O 0.44460 -1.59693 4.24460 -0.1 -0.1 -0.1
C 1.11843 -1.13555 3.15841 0.1 0.3 -0.3
C 2.49849 -1.16901 2.99068 -0.1 -0.1 0.3
C 3.06304 -0.63971 1.84164 0.0 0.1 -0.2
C 2.27519 -0.08284 0.85413 0.0 0.0 0.0
C 0.89364 -0.05126 1.01395 0.1 0.0 0.2
C 0.02671 0.53879 -0.07117 -0.1 -0.3 0.0
C 0.13677 -0.22754 -1.37127 0.0 0.5 -0.2
C -0.26392 -1.63871 -1.40145 -0.1 0.0 0.0
O -1.03453 -2.08886 -0.56837 0.1 0.2 -0.1
C 0.29469 -2.47534 -2.45542 0.0 -0.8 -0.3
C 1.43255 -2.32969 -3.20744 -0.3 0.1 0.3
C 1.65873 -3.41550 -4.06798 0.0 -0.3 -0.2
C 0.69602 -4.37500 -3.95946 -0.3 0.1 0.3
S -0.49269 -3.98511 -2.79436 0.4 0.3 -0.1
C 0.49974 0.63425 -2.34251 -0.2 -0.4 0.2
O 0.67512 0.49075 -3.65780 0.0 0.1 0.1
C 0.67740 1.99026 -1.75494 0.1 0.2 0.0
O 0.98820 2.98245 -2.39440 0.0 0.0 -0.2
N 0.44082 1.87390 -0.43950 0.1 -0.1 0.0
C 0.48050 2.96840 0.48947 -0.1 0.3 0.1
C -0.87268 3.17362 1.19020 0.1 -0.1 -0.2
N -1.97183 2.95970 0.26834 0.0 0.0 0.1
C -2.11994 3.96698 -0.77299 -0.2 0.3 0.1
C -2.77610 5.25283 -0.25582 0.2 -0.1 -0.2
O -4.02580 4.98430 0.34718 -0.1 0.0 -0.1
C -3.89589 4.05274 1.39979 0.0 -0.3 0.1
C -3.26051 2.74630 0.90693 -0.2 0.3 0.1
C 0.32377 -0.57022 2.15913 0.1 -0.1 0.1
H 1.88506 -5.21818 3.66108 0.1 -0.2 0.0
H 0.82975 -3.84481 3.06856 -0.1 0.1 -0.1
H 2.34951 -3.98916 5.72556 0.1 -0.1 0.1
H 0.42802 -2.32611 6.09615 0.2 0.1 -0.1
H 1.96565 -1.56540 5.65067 -0.1 0.0 0.0
H 3.13890 -1.61650 3.73373 0.0 0.0 0.1
H 4.13550 -0.67225 1.71936 0.1 0.0 0.0
H 2.72178 0.32326 -0.04125 0.1 0.1 -0.1
H -1.01931 0.54811 0.25768 0.1 0.0 -0.1
H 2.08813 -1.48303 -3.13392 0.1 0.2 0.0
H 2.49575 -3.48326 -4.73965 0.1 0.0 -0.1
H 0.62122 -5.29541 -4.50459 0.0 -0.2 -0.1
H 0.86971 1.38107 -4.00808 0.0 -0.1 0.1
H 0.76697 3.85050 -0.08817 0.0 -0.1 0.1
H 1.24817 2.78320 1.24979 0.0 0.1 -0.1
H -0.86223 4.16953 1.66072 0.0 -0.1 0.1
H -0.97073 2.43024 1.98597 0.0 0.1 0.0
H -1.15098 4.18965 -1.21743 0.0 0.0 -0.1
H -2.76214 3.53200 -1.54523 0.1 0.1 -0.1
H -2.97945 5.93920 -1.07883 0.1 0.0 0.0
H -2.11446 5.75388 0.46871 -0.1 0.0 -0.1
H -4.90588 3.87537 1.77262 0.1 0.0 0.1
H -3.28695 4.48550 2.20992 -0.1 0.0 0.0
H -3.14587 2.04819 1.73829 0.0 0.0 0.0
H -3.91963 2.29604 0.15805 -0.1 0.0 0.1
H -0.74610 -0.57083 2.29527 -0.2 0.0 0.0

***

Record 2
57
Properties=species:S:1:pos:R:3:forces:R:3 method="wB97M-V/def2-TZVPD" e_lumo_ev=0.37 total_charge=0 orbital_gap_ev=8.22
C 1.21565 3.72670 -1.06384 0.2 0.0 0.2
C 2.38185 3.25362 -0.20176 -0.2 -0.2 -0.3
C 3.56113 2.80780 -1.07162 0.1 0.2 0.4
C 4.70265 2.25990 -0.21114 0.1 0.3 -0.5
N 4.21307 1.18254 0.62689 0.2 -0.4 0.1
C 4.30001 -0.07523 0.16480 -0.2 -0.1 0.3
C 3.75328 -1.32243 0.48938 0.1 0.4 0.2
N 2.92235 -1.81113 1.43403 0.1 0.3 0.2
C 2.30494 -3.11588 1.26331 -0.2 -0.2 0.0
C 0.92832 -2.96878 0.66647 -0.1 -0.1 0.1
C -0.21120 -3.24095 1.41202 0.2 0.0 0.0
C -1.47128 -3.03118 0.88103 -0.1 0.1 -0.2
C -1.61069 -2.53098 -0.40936 0.3 -0.1 0.0
C -2.93040 -2.25979 -1.04989 -0.1 -0.1 0.1
O -3.08972 -2.28497 -2.25410 0.1 0.1 -0.2
N -3.94147 -1.97010 -0.19054 -0.2 0.0 0.3
C -5.24798 -1.57281 -0.65789 -0.1 -0.2 -0.3
C -5.59160 -0.15988 -0.27426 -0.1 0.1 0.1
C -6.89633 0.21117 0.02920 0.2 0.1 0.0
C -7.16301 1.52552 0.37349 0.1 0.0 0.0
C -6.10642 2.42305 0.41077 -0.3 0.1 0.1
N -4.86117 2.08363 0.12576 0.3 0.4 0.0
C -4.61581 0.83157 -0.21182 0.0 -0.4 -0.1
C -0.46771 -2.28329 -1.16669 -0.1 0.0 0.0
C 0.78741 -2.49563 -0.63431 0.0 0.0 0.0
C 4.50265 -2.00018 -0.57693 -0.2 -0.6 -0.2
O 4.54225 -3.13509 -0.99972 0.0 0.3 0.1
C 5.11724 -0.66062 -0.91651 0.4 0.4 -0.5
O 5.91591 -0.21965 -1.71075 -0.2 -0.2 0.2
C 3.15693 1.60557 1.51856 -0.5 -0.1 0.0
C 1.95418 2.09983 0.71122 0.3 0.2 0.2
H 1.52129 4.55895 -1.69293 0.0 0.1 -0.1
H 0.38541 4.05212 -0.44137 -0.1 0.0 0.0
H 0.86661 2.92190 -1.70704 -0.1 -0.1 -0.1
H 2.71189 4.08697 0.43016 0.0 0.0 0.0
H 3.92569 3.64569 -1.66649 0.0 0.0 -0.1
H 3.23170 2.02505 -1.75878 0.0 0.0 -0.1
H 5.50856 1.88242 -0.83988 0.0 0.0 0.1
H 5.09530 3.04603 0.44149 0.0 0.0 0.0
H 2.38701 -1.15721 1.98985 0.1 -0.1 -0.1
H 2.24926 -3.60394 2.24077 0.0 0.0 -0.1
H 2.94829 -3.70261 0.60470 0.0 0.0 0.1
H -0.11285 -3.63041 2.41561 0.0 0.0 0.1
H -2.33876 -3.28585 1.47307 -0.1 0.0 0.0
H -3.74804 -1.85377 0.79078 0.1 0.0 -0.1
H -6.00938 -2.26088 -0.27163 0.0 0.1 -0.1
H -5.21686 -1.66786 -1.75015 -0.1 -0.1 0.2
H -7.69090 -0.52131 -0.00680 -0.1 -0.1 0.0
H -8.16587 1.84418 0.61163 -0.1 0.1 0.0
H -6.25858 3.45958 0.68047 -0.1 0.1 0.0
H -3.58341 0.60518 -0.44797 0.1 -0.1 0.0
H -0.58977 -1.92530 -2.17770 0.0 0.0 -0.1
H 1.66870 -2.30633 -1.22940 0.1 0.0 -0.1
H 2.88439 0.78525 2.18348 0.1 0.1 0.1
H 3.54756 2.42415 2.13283 0.0 -0.1 0.0
H 1.16184 2.42741 1.38636 -0.1 0.0 0.0
H 1.56590 1.27829 0.10315 -0.1 -0.1 0.0

***

Record 3
66
Properties=species:S:1:pos:R:3:forces:R:3 method="wB97M-V/def2-TZVPD" e_lumo_ev="2.16 / 2.15" total_charge=-1 multiplicity=3 orbital_gap_ev="4.72 / 7.38"
Ti 0.27169 1.10674 -0.81833 -0.1 0.0 0.1
O 1.32498 -2.55625 -5.75051 0.0 0.0 0.0
C 1.06753 -1.77883 -4.66938 0.0 0.0 0.0
C -0.23119 -1.47576 -4.26773 0.0 0.0 0.0
C -0.38879 -0.68226 -3.15305 0.0 0.0 0.0
N 0.64843 -0.21900 -2.47193 0.0 0.0 0.0
C 1.88907 -0.48909 -2.85920 0.0 0.0 0.0
C 2.15405 -1.27571 -3.95904 0.0 0.0 0.0
C 2.93019 0.16848 -1.97212 0.0 0.0 0.0
O 4.11764 0.01368 -2.18605 0.0 0.0 0.0
O 2.37514 0.85246 -1.03132 0.0 0.0 0.0
C -1.71188 -0.21666 -2.57243 0.0 0.0 0.0
O -2.76093 -0.53247 -3.10109 0.0 0.0 0.0
O -1.53733 0.51026 -1.52314 0.0 0.0 0.0
H 0.49227 -2.83789 -6.14433 0.0 0.0 0.0
H -1.10939 -1.83009 -4.79343 0.0 0.0 0.0
H 3.17366 -1.48241 -4.24987 0.0 0.0 0.0
C 1.84189 5.44888 -3.06552 0.0 0.0 0.0
C 0.39627 5.33790 -3.49666 0.0 0.0 0.0
O -0.45346 5.11571 -2.35258 0.0 0.0 0.0
P -0.86859 3.60850 -2.00499 0.0 0.0 0.0
O 0.33966 2.70025 -2.17235 0.0 0.0 0.0
Te -1.83375 3.49771 0.13318 0.0 0.0 0.0
O -1.84137 3.17928 -3.20089 0.0 0.0 0.0
C -3.21916 3.57478 -3.25741 0.0 0.0 0.0
C -3.92363 2.65278 -4.22443 0.0 0.0 0.0
H 2.47273 5.66864 -3.92947 0.0 0.0 0.0
H 2.17208 4.51285 -2.61781 0.0 0.0 0.0
H 1.95871 6.25008 -2.33530 0.0 0.0 0.0
H 0.26236 4.53090 -4.22014 0.0 0.0 0.0
H 0.04269 6.26472 -3.94986 0.0 0.0 0.0
H -3.27178 4.61966 -3.57746 0.0 0.0 0.0
H -3.64900 3.49644 -2.25644 0.0 0.0 0.0
H -3.48390 2.72816 -5.22022 0.0 0.0 0.0
H -4.97912 2.92382 -4.29037 0.0 0.0 0.0
H -3.84320 1.62096 -3.88214 0.0 0.0 0.0
C 1.20329 2.25651 2.09386 0.0 0.0 0.0
O 1.36844 2.33131 0.67480 0.0 0.0 0.0
H 1.88630 2.95601 2.57724 0.0 0.0 0.0
H 1.37637 1.24184 2.45448 0.0 0.0 0.0
H 0.17853 2.54674 2.30793 0.0 0.0 0.0
H 2.25616 2.02610 0.41885 0.0 0.0 0.0
N 0.95370 -3.83757 4.43065 0.0 0.0 0.0
C 0.54316 -4.50728 5.56130 0.0 0.0 0.0
C 1.13679 -5.48298 6.34364 0.0 0.0 0.0
C 0.41725 -5.94256 7.44186 0.0 0.0 0.0
C -0.85055 -5.43400 7.73436 0.0 0.0 0.0
C -1.43882 -4.45599 6.94474 0.0 0.0 0.0
C -0.73588 -3.98169 5.83914 0.0 0.0 0.0
N -1.08654 -3.03334 4.90869 0.0 0.0 0.0
C -0.06026 -2.95855 4.06832 0.0 0.0 0.0
C 0.03428 -2.10961 2.93479 0.0 0.0 0.0
C 1.17010 -2.06639 2.07232 0.0 0.0 0.0
C 1.19949 -1.22178 1.00559 0.0 0.0 0.0
N 0.18208 -0.36689 0.67932 0.0 0.0 0.0
C -0.92885 -0.42498 1.49338 0.0 0.0 0.0
C -1.03383 -1.23470 2.57835 0.0 0.0 0.0
H 1.81552 -3.97171 3.93766 0.0 0.0 0.0
H 2.12032 -5.87549 6.11497 0.0 0.0 0.0
H 0.84691 -6.70569 8.07852 0.0 0.0 0.0
H -1.38420 -5.81381 8.59712 0.0 0.0 0.0
H -2.42161 -4.06273 7.17089 0.0 0.0 0.0
H 2.03755 -2.69439 2.23729 0.0 0.0 0.0
H 2.07198 -1.17916 0.36618 0.0 0.0 0.0
H -1.74616 0.22552 1.20402 0.0 0.0 0.0
H -1.93607 -1.22994 3.17353 0.0 0.0 0.0

***

Record 4
56
Properties=species:S:1:pos:R:3:forces:R:3 method="wB97M-V/def2-TZVPD" e_lumo_ev="-2.59 / -4.47" total_charge=+1 multiplicity=6 orbital_gap_ev="5.56 / 7.05"
C -1.56756 -0.36192 -0.31404 -0.4 -1.2 -0.8
C -1.26223 0.18936 -1.61213 -0.8 -1.4 -0.5
C -0.04267 -0.39153 -2.06892 -1.5 -1.4 -0.8
H -1.86234 0.91131 -2.14843 0.2 0.0 0.1
C 0.35549 -1.37326 -1.11145 -0.9 -0.9 -0.9
C -0.58300 -1.36036 -0.02737 -0.5 -0.7 -0.8
H -0.55208 -2.01010 0.84113 0.0 0.3 -0.1
H -2.39637 -0.10635 0.34005 0.1 0.0 -0.3
H 0.44949 -0.16490 -3.00158 0.0 -0.1 0.1
H 1.23977 -1.99348 -1.18563 -0.4 0.3 0.0
Ru 0.43535 0.64687 -0.17026 0.8 2.8 3.3
C 1.66039 3.49500 -0.61621 -0.7 1.1 0.3
H 2.28304 3.08728 -1.41738 -0.4 0.0 0.2
H 1.96686 3.09489 0.35473 0.2 0.3 -0.4
H 1.81186 4.58993 -0.63863 0.1 -0.1 0.3
Si -0.21270 3.30277 -0.97495 0.9 0.7 -0.8
C -1.51799 4.23547 -0.03580 0.1 0.4 0.2
C -2.85908 3.82947 -0.24948 0.2 0.4 0.5
H -3.12500 3.17451 -1.09069 0.2 0.2 0.4
C -3.85658 4.26484 0.62252 0.0 0.0 -0.3
H -4.88091 3.93462 0.45790 0.2 0.1 0.1
C -3.55394 5.13251 1.67598 0.4 0.0 -0.1
H -4.34969 5.48221 2.33851 0.3 -0.1 -0.2
C -2.23251 5.55600 1.85810 0.0 0.1 0.1
H -1.98440 6.25011 2.66092 -0.2 -0.2 -0.1
C -1.20626 5.10879 1.01702 -0.6 -0.2 -0.1
H -0.17348 5.44672 1.16970 -0.4 -0.1 0.0
C -0.38939 3.30840 -2.81354 0.0 0.4 -0.2
C -1.40964 4.08053 -3.37953 0.0 -0.3 -0.6
H -2.04947 4.67908 -2.72387 0.1 -0.2 -0.4
C -1.59968 4.06408 -4.76894 0.1 0.0 0.1
H -2.40391 4.66257 -5.20177 0.3 -0.2 0.0
C -0.76202 3.29140 -5.58494 0.0 0.0 0.2
H -0.90407 3.28411 -6.67024 0.0 0.0 0.4
C 0.27713 2.53496 -5.02067 -0.1 0.2 0.2
H 0.93450 1.92339 -5.65119 -0.3 0.4 0.2
C 0.47794 2.57104 -3.63613 -0.2 0.0 -0.5
H 1.31438 2.02040 -3.19468 -0.3 0.2 -0.2
H 1.49833 1.25882 -1.18260 1.5 0.3 -1.9
H -0.97525 2.07754 -0.65348 0.4 -0.8 0.5
N 2.79298 -2.49769 2.80621 0.0 -0.1 -0.1
C 2.90328 -3.73018 2.18638 -0.2 0.8 -0.5
C 2.59779 -3.50620 0.85998 0.2 0.7 0.8
N 2.33592 -2.17286 0.66687 0.2 0.7 1.1
C 2.44031 -1.57034 1.85222 0.3 -1.7 -0.6
C 2.29227 -0.16896 2.20471 -0.4 1.3 0.2
N 1.54468 0.78529 1.61368 0.9 -1.0 2.3
C 1.62915 1.92919 2.40306 0.3 -0.5 -0.2
C 2.49071 1.68767 3.42067 -0.1 -0.2 0.2
N 2.87886 0.36421 3.31222 -0.2 0.1 -0.4
H 2.87057 -2.31573 3.80161 0.0 -0.3 -0.4
H 3.21776 -4.62039 2.69173 -0.1 -0.1 0.2
H 2.55988 -4.20704 0.03784 0.1 0.1 0.2
H 1.06255 2.82542 2.16294 0.3 -0.3 0.2
H 2.86726 2.32992 4.19380 0.0 0.0 0.1
H 3.48211 -0.12927 3.95723 0.0 0.3 -0.2

***

Across the entries above, ΔE to the lowest compared entry with this formula, charge and spin takes the values 26.3; 79.0; 0.0; 0.0 kcal/mol, respectively.